{
  "formula": "C4H8O2S",
  "method": "ωB97M-V with the def2-TZVPD basis set",
  "multiplicity": 1,
  "total_charge": 0,
  "energy_ev": -19205.9176,
  "lumo_ha": -0.003,
  "smiles": "CC(=S)[C@H](O)CO",
  "homo_energy_ev": -8.694,
  "symbols": ["S", "O", "O", "C", "C", "C", "C", "H", "H", "H", "H", "H", "H", "H", "H"],
  "coordinates": [[2.3565, -0.6500, -0.4035], [-0.9159, -1.2320, 1.0786], [-1.2125, 0.9478, -0.7357], [0.9265, 1.2597, 1.0055], [-0.1468, -0.0684, -0.9116], [-0.8866, -1.2372, -0.3369], [1.0108, 0.2005, -0.0262], [0.1507, -0.1533, -1.9858], [0.1711, 0.9363, 1.6746], [-0.1759, -1.8801, 1.4207], [0.6193, 2.1547, 0.4693], [-0.5524, -2.2106, -0.8673], [-2.0335, -1.0835, -0.6287], [1.7558, 1.2495, 1.5881], [-1.0670, 1.7666, -1.3411]],
  "forces_ev_per_a": [[-0.1687, 0.1613, 0.5351], [2.5717, -2.4281, 0.8342], [1.1647, 2.2422, -2.1161], [-1.9516, -0.9996, -1.9049], [-2.0486, 1.8237, -0.0892], [-2.8775, -2.2894, -1.7511], [1.9365, -0.1188, -1.0582], [-0.3020, -0.1794, 0.9713], [-1.4247, 0.0836, 0.5156], [-2.1365, 1.9682, -0.9884], [0.1984, 0.3693, 0.5647], [-0.3036, 1.2750, 1.3647], [2.5365, -0.4152, 0.3495], [2.9230, 0.7068, 1.2113], [-0.1177, -2.1994, 1.5615]],
  "mulliken_charge": [-0.20, -0.52, -0.59, -1.09, 0.26, -0.66, 0.07, 0.49, 0.32, 0.36, 0.26, 0.29, 0.27, 0.45, 0.31]
}